No. 1
36
Properties=species:S:1:pos:R:3:forces:R:3 method="wB97M-V/def2-TZVPD" e_tot_ev=-56956.3789 orbital_gap_ha=0.1829 spin_multiplicity=1 de_lowest_kcal_mol=51.7 e_homo_ha=-0.517 charge=+2 lumo_energy_ev=-9.1
I 0.0014 -1.3397 -6.5103 0.00 0.54 -0.18
I 0.0014 1.3631 -6.6022 0.00 -0.61 0.03
Y -0.0003 0.0553 -0.0004 0.00 0.60 3.15
P -2.5708 0.0097 -0.0276 0.00 -0.18 -0.65
C -3.3348 -0.0578 -1.6477 -0.46 0.03 0.63
C -3.0278 -1.4079 0.9841 -0.17 0.05 -0.19
H -4.1096 -1.2941 1.0803 -0.06 -0.54 0.39
H -4.1053 1.4109 0.9643 -0.06 0.57 0.34
H -2.5195 -1.3820 1.9591 -0.29 0.03 -0.18
H -2.5149 1.5671 1.8324 -0.30 -0.05 -0.15
H -3.0091 -0.9832 -2.1427 -0.42 0.25 0.04
H -2.7668 -2.3335 0.4533 -0.28 0.15 0.19
C -3.0233 1.5148 0.8580 -0.07 -0.09 -0.22
H -4.3965 -0.0458 -1.3859 -0.20 -0.04 -1.02
H -2.7616 2.3903 0.2474 -0.30 -0.12 0.22
H -3.0077 0.8211 -2.2203 -0.42 -0.24 0.06
P 2.5709 -0.0057 -0.0201 -0.03 -0.18 -0.65
C 3.3392 -0.0745 -1.6376 0.46 0.03 0.63
C 3.0285 1.4962 0.8684 0.07 -0.10 -0.21
H 2.5107 -1.3928 1.9659 0.30 0.05 -0.19
H 4.0975 -1.3212 1.0887 0.07 -0.55 0.38
H 2.7499 -2.3524 0.4571 0.28 0.16 0.20
C 3.0155 -1.4287 0.9894 0.18 0.06 -0.17
H 2.5196 1.5458 1.8425 0.31 -0.06 -0.17
H 4.1089 1.3842 0.9815 0.07 0.57 0.33
H 4.4001 -0.0663 -1.3723 0.21 -0.04 -1.02
H 3.0169 0.8060 -2.2105 0.42 -0.25 0.06
H 2.7761 2.3746 0.2581 0.29 -0.13 0.22
H 3.0118 -0.9985 -2.1339 0.42 0.25 0.04
C 0.0029 -0.1028 -2.3299 0.00 -0.26 -3.90
O 0.0037 -0.1422 -3.4551 0.00 0.14 1.69
F 0.0043 -0.0046 2.0276 0.01 0.01 -1.98
B -0.0019 -0.0015 3.5439 -0.09 -0.08 1.61
F 1.3696 0.2040 3.7673 -1.58 -0.24 0.22
F -0.8672 1.0810 3.7646 1.03 -1.30 0.19
F -0.5117 -1.2890 3.7628 0.60 1.58 0.25

No. 2
45
Properties=species:S:1:pos:R:3:forces:R:3 method="wB97M-V/def2-TZVPD" e_tot_ev=-40148.5823 orbital_gap_ha=0.2102 spin_multiplicity=1 de_lowest_kcal_mol=0.0 e_homo_ha=-0.326 charge=+1 lumo_energy_ev=-3.2
Sr -0.0883 -0.9155 0.1841 0.05 1.18 0.32
C -4.7510 0.0749 0.3374 -0.12 0.31 -0.06
C -3.4785 -0.4808 0.5634 -0.26 1.61 -0.21
N -2.3586 0.2398 0.4920 -0.17 -1.31 -0.11
C -2.4080 1.5437 0.1532 -0.97 0.37 -0.37
C -3.6806 2.1557 -0.0756 0.06 1.30 0.28
C -4.8720 1.4121 0.0344 2.02 -1.29 0.12
C -3.7248 3.5621 -0.2928 -1.35 -0.07 -0.28
C -2.5729 4.2600 -0.4129 0.19 -0.44 0.04
C -1.3226 3.6491 -0.3275 0.49 -0.57 0.01
C -1.1798 2.2967 0.0065 -0.12 0.56 0.83
N -0.0337 1.6287 0.3299 0.82 -0.24 -0.45
C 1.1963 2.2882 0.4143 0.34 -1.37 -0.07
C 1.4540 3.6016 0.7369 -0.57 0.71 0.05
C 2.7331 4.1877 0.6575 0.08 -0.50 -0.08
C 3.8199 3.4031 0.3801 0.49 0.96 -0.18
C 3.7042 2.0111 0.2093 -1.30 0.20 0.45
C 4.8244 1.1749 0.0569 -0.03 0.53 -0.48
C 4.6386 -0.1455 -0.1858 -0.57 -0.40 0.06
C 3.3193 -0.6291 -0.1879 -0.20 -0.14 -0.05
N 2.2436 0.1089 0.0176 -0.12 -0.03 0.03
C 2.3782 1.4420 0.2209 0.76 0.84 -0.07
H -5.6545 -0.5016 0.3989 -0.05 -0.48 0.12
H -3.4057 -1.5090 0.8387 0.20 -0.67 0.18
H -5.8127 1.8446 -0.1593 -0.91 0.57 -0.10
H -4.6947 4.0926 -0.3909 0.68 -0.60 0.15
H -2.6156 5.3131 -0.5238 0.00 0.85 -0.31
H -0.4424 4.2563 -0.4917 -0.26 -0.13 -0.03
H 0.6190 4.2460 1.0026 0.34 -0.19 0.02
H 2.8287 5.2705 0.7734 0.04 -0.44 0.06
H 4.7841 3.8747 0.2109 0.01 -0.14 0.24
H 5.8239 1.6037 0.0362 -0.19 0.02 0.14
H 5.4711 -0.7884 -0.3809 0.19 -0.39 -0.01
H 3.0722 -1.6641 -0.3815 0.44 -0.28 -0.04
C 0.3838 -7.0360 -0.3679 -3.37 0.29 -3.57
N 0.8016 -5.7454 -0.8765 -6.82 -0.65 5.22
C 0.1030 -4.6417 -0.5529 2.78 0.70 -2.54
N -0.8766 -4.6577 0.3470 -4.42 -1.79 1.70
S 0.6898 -3.2321 -1.4175 -0.95 -0.79 0.68
H 1.1736 -7.6924 -0.6018 0.35 -1.31 -0.80
H -0.9411 -7.3196 -1.1120 4.05 0.35 2.50
H 0.2883 -7.1039 0.6739 -0.75 0.19 1.44
H 1.5934 -5.7432 -1.3244 5.10 0.83 -3.26
H -1.2328 -5.5725 0.8708 1.72 2.23 -1.76
H -1.7973 -4.1634 0.1167 2.29 -0.36 0.19

No. 3
81
Properties=species:S:1:pos:R:3:forces:R:3 method="wB97M-V/def2-TZVPD" e_tot_ev=-123131.2726 orbital_gap_ha=0.0607 spin_multiplicity=1 e_homo_ha=0.320 charge=-6 lumo_energy_ev=10.4
Mg 3.3058 8.1188 3.8969 1.04 -0.44 -1.25
S 7.4664 6.0085 5.3301 4.69 0.78 -1.85
O 8.3234 7.1192 4.8274 -1.48 0.11 -0.13
O 7.9895 5.7630 6.6512 -0.22 -0.60 4.33
O 6.0097 6.3301 5.3621 -0.24 1.11 -0.09
O 7.7201 4.8110 4.5624 -0.73 -1.48 -1.26
S 4.7606 4.5956 1.2916 1.83 -4.22 -0.36
O 4.3649 4.1669 2.6249 0.34 0.77 2.57
O 4.8299 6.0307 1.0632 -0.84 1.74 -0.35
O 6.0755 4.0018 0.9332 0.04 0.31 -0.15
O 3.7402 3.9244 0.4954 -2.04 -0.09 -3.33
S 6.8969 10.2995 2.9268 7.54 -4.52 -2.48
O 6.7970 10.6045 1.4915 -1.37 1.42 -1.17
O 8.1100 10.8730 3.4506 2.18 5.11 1.44
O 5.7601 10.6191 3.6734 -5.78 3.53 3.08
O 7.2633 8.9264 3.1301 -1.95 -2.78 -0.62
S -0.4766 5.7567 5.0277 -3.52 -0.06 -1.28
O -1.7467 5.8647 5.7618 -0.42 -0.39 0.93
O -0.3440 4.4624 4.3876 0.18 -0.68 -0.24
O -0.5559 6.8498 4.0170 0.15 0.95 -1.23
O 0.6469 6.0309 5.8857 2.18 0.61 1.71
O 4.1478 8.2543 2.0473 -0.62 1.42 0.09
H 4.3145 7.4456 1.5632 0.65 -1.90 -0.24
H 4.1372 8.9375 1.3770 0.06 0.55 0.12
O 6.0986 11.9096 6.1189 -0.10 0.98 1.46
H 6.2326 11.2448 6.7944 0.28 -0.19 -0.03
H 6.2753 11.4544 5.2957 0.20 -0.63 -1.59
O 2.3432 4.1669 6.9047 -0.13 -0.95 0.79
H 2.0983 3.2548 6.7486 0.18 -0.14 -0.30
H 1.6849 4.6764 6.4322 -0.38 0.65 -0.63
O -1.2137 9.0486 2.3820 -0.77 0.37 -0.71
H -0.7828 8.2046 2.5172 0.02 -0.81 0.27
H -1.9028 9.0752 3.0458 -0.01 -0.17 0.43
O 2.8336 10.0782 3.6325 -0.01 0.47 0.03
H 3.4253 10.7754 3.9153 0.68 0.06 0.31
H 2.0489 10.5366 3.3318 -0.61 -0.11 -0.15
O -0.7797 9.1791 5.3214 -0.47 1.82 0.73
H -0.6143 8.8469 6.2037 0.04 -0.40 0.11
H -0.5572 8.4487 4.7442 0.22 -1.36 -0.50
O 1.6801 7.5899 2.8462 -0.57 1.00 -0.42
H 1.6631 7.1540 1.9942 0.63 -0.68 -0.31
H 0.7676 7.5871 3.1354 -0.16 -0.78 0.83
O 1.6107 4.6249 2.2791 0.01 -0.16 -0.23
H 0.9856 4.7885 1.5730 -0.01 0.05 -0.09
H 1.0930 4.7016 3.0806 -0.39 -0.10 0.48
O 4.6538 5.5354 7.2750 -1.12 -0.35 2.07
H 3.8483 5.1146 6.9744 -0.10 -0.16 0.03
H 5.0900 5.8198 6.4718 1.21 0.38 -0.82
O 0.4607 6.0550 8.5259 -0.35 0.36 1.88
H 0.0464 5.1963 8.6112 0.06 -0.11 -0.28
H 0.6040 6.1600 7.5853 0.03 -0.09 -1.08
O 2.3558 8.0784 5.6006 -0.89 0.57 0.91
H 2.4687 8.4897 6.4576 0.67 0.24 -0.01
H 1.6133 7.4852 5.7151 -0.40 -1.06 -0.14
O 1.4660 6.5077 0.1323 -0.72 0.50 -0.10
H 1.7488 7.2597 -0.3881 0.46 0.20 -0.02
H 1.1529 5.8736 -0.5128 0.34 -0.46 0.03
O 4.8805 8.6601 4.9071 -0.72 0.81 1.70
H 5.4089 9.4359 4.7199 0.30 0.52 -1.04
H 5.5191 7.9828 5.1303 0.94 -1.63 0.15
O 3.9350 6.2735 3.9962 -1.90 1.21 0.54
H 3.8368 5.4261 3.5620 0.11 -1.35 -1.21
H 4.7752 6.2143 4.4510 1.46 -0.29 0.38
O 0.5762 10.8913 2.3435 0.56 1.53 -0.26
H 1.0032 10.6195 1.5310 0.32 -0.21 -0.13
H -0.0899 10.2219 2.5000 -0.57 -0.66 0.14
O 3.3383 11.9974 5.7910 -0.93 1.28 -0.40
H 4.2095 12.3905 5.8431 0.66 -0.23 -0.07
H 3.3230 11.3533 6.4990 0.02 -0.60 -0.02
O 7.2706 7.1256 1.1585 0.95 -0.04 -1.35
H 7.3544 7.8050 1.8276 0.11 0.54 0.85
H 6.3733 6.8059 1.2521 -0.33 -0.60 -0.01
O 3.6785 9.9321 7.4608 -0.51 0.14 0.68
H 3.7297 10.3389 8.3258 -0.01 -0.07 0.33
H 4.5878 9.8779 7.1669 0.40 -0.67 -0.73
O -0.2373 11.9693 5.7416 -0.36 1.09 0.22
H -0.2190 11.0329 5.5440 0.03 -1.00 -0.44
H -0.2820 12.0122 6.6968 0.17 -0.08 0.13
O 4.5454 10.5760 0.4092 -2.60 0.13 -1.83
H 5.2856 10.5975 1.0157 2.40 -0.13 1.00
H 4.3055 11.4951 0.2908 -0.04 0.11 0.15

No. 4
16
Properties=species:S:1:pos:R:3:forces:R:3 method="wB97M-V/def2-TZVPD" e_tot_ev=-17645.6881 orbital_gap_ha=0.2355 spin_multiplicity=1 de_lowest_kcal_mol=40.5 e_homo_ha=-0.108 charge=-1 lumo_energy_ev=3.5
C 0.9694 2.0065 0.3409 -0.46 0.32 0.14
S -0.6306 2.7920 0.7192 -0.09 -0.34 -0.25
C -1.6209 1.2908 1.1216 0.97 0.61 0.02
H 1.5602 2.7564 -0.1799 0.13 -0.05 -0.07
H 0.8054 1.1059 -0.2396 -0.02 -0.14 -0.18
H 1.4515 1.7048 1.2580 0.26 -0.03 0.25
H -2.5934 1.4036 0.6672 -0.36 0.05 0.14
H -1.1003 0.4269 0.6871 -0.09 -0.10 0.17
H -1.6326 1.2390 2.2105 -0.39 -0.31 -0.14
N -0.2062 -2.3146 -1.6560 -0.01 0.01 0.23
C 0.5686 -2.0370 -0.3493 -0.17 -0.68 -0.56
O 0.1183 -1.0297 0.3574 -0.11 0.28 -0.04
H 0.4017 -2.9018 -2.2208 0.04 -0.24 -0.07
H -0.2454 -1.4487 -2.1837 -0.03 0.32 0.18
H 0.5234 -3.0440 0.1452 -0.07 0.06 0.13
H 1.6307 -1.9502 -0.6776 0.41 0.24 0.05

No. 5
12
Properties=species:S:1:pos:R:3:forces:R:3 method="wB97M-V/def2-TZVPD" e_tot_ev=-6762.3402 orbital_gap_ha=0.3912 spin_multiplicity=1 smiles="CCC(N)=O" de_lowest_kcal_mol=9.5 e_homo_ha=-0.358 charge=0 lumo_energy_ev=0.9
C -1.2847 0.3323 0.4615 -0.92 -1.15 1.26
C 0.1812 0.2755 0.8587 0.20 1.09 -0.75
C 1.1415 -0.2347 -0.1737 0.68 0.19 -1.18
N 0.6025 -0.8922 -1.2884 0.29 0.22 -0.95
O 2.3433 -0.0753 -0.0915 -0.32 -0.32 0.48
H -1.6621 -0.6332 0.1171 0.15 -0.03 -0.09
H -1.6286 1.0774 -0.2495 0.60 0.26 -0.15
H -1.8443 0.5135 1.3886 -0.07 0.15 -0.24
H 0.4914 1.3130 1.0007 0.26 -0.04 0.28
H 0.4291 -0.2381 1.7884 -0.46 -0.12 0.00
H -0.0911 -0.3768 -1.8187 -0.63 -0.07 0.70
H 1.3217 -1.0614 -1.9931 0.22 -0.19 0.63

No. 6
66
Properties=species:S:1:pos:R:3:forces:R:3 method="wB97M-V/def2-TZVPD" e_tot_ev=-88911.2072 orbital_gap_ha=0.2100 spin_multiplicity=1 de_lowest_kcal_mol=0.0 e_homo_ha=-0.083 charge=-2 lumo_energy_ev=3.5
Sn 0.5872 2.0401 -0.3902 -0.15 -0.01 -0.02
N 1.8930 -0.9585 2.3869 -0.06 0.08 0.01
C 2.6201 -0.3387 1.4515 -0.07 -0.03 0.01
N 3.2128 0.7277 1.9521 0.16 0.12 0.00
C 2.7806 0.7231 3.2355 -0.07 -0.13 0.07
N 1.9744 -0.2823 3.5414 0.02 0.03 -0.03
C 3.1147 1.7494 4.2316 0.03 -0.03 0.01
C 2.8548 1.5357 5.5929 -0.03 0.02 0.01
N 3.1181 2.4483 6.5156 0.00 0.00 -0.01
C 3.6477 3.5927 6.0778 0.01 0.02 0.00
C 3.9159 3.8033 4.7378 0.00 0.00 -0.01
N 3.6561 2.8865 3.8130 0.04 -0.02 -0.01
H 1.1476 -1.6752 2.2208 0.04 -0.08 0.00
H 2.6641 -0.6567 0.4226 -0.01 0.01 -0.01
H 2.4195 0.5980 5.9138 0.00 0.00 0.00
H 3.8619 4.3557 6.8181 0.00 0.00 0.00
H 4.3478 4.7346 4.3845 -0.01 0.01 0.02
C -2.4653 -4.7027 -3.0342 0.00 0.00 0.00
C -2.2460 -3.2137 -3.0314 0.02 -0.01 0.01
C -3.1833 -2.3474 -3.5871 -0.01 0.01 0.00
C -3.0004 -0.9742 -3.5354 -0.01 0.01 0.00
C -1.8777 -0.4521 -2.9091 0.03 0.00 0.03
C -0.9201 -1.3004 -2.3749 -0.01 0.03 -0.02
C -1.1074 -2.6721 -2.4436 -0.01 -0.01 -0.01
S -1.7639 1.3197 -2.7073 0.01 0.06 0.00
O -2.1900 1.8580 -3.9805 0.01 0.00 -0.01
O -2.5543 1.6569 -1.5422 -0.01 -0.01 0.02
N -0.2597 1.6483 -2.3705 0.01 -0.15 -0.05
C 0.7589 1.3275 -3.3620 -0.02 0.03 -0.01
C 2.0347 0.8026 -2.6934 0.03 0.00 0.06
O 2.9150 0.3165 -3.3801 -0.01 -0.01 -0.02
O 2.0880 0.9194 -1.3958 0.03 0.01 -0.06
H -3.3611 -4.9693 -3.5962 0.00 0.00 0.00
H -2.5865 -5.0722 -2.0132 0.00 0.00 0.00
H -1.6148 -5.2270 -3.4749 0.00 0.00 0.00
H -4.0756 -2.7531 -4.0520 0.00 0.00 0.00
H -3.7297 -0.2987 -3.9642 0.00 -0.01 0.00
H -0.0566 -0.8949 -1.8668 0.01 0.00 0.00
H -0.3675 -3.3289 -1.9989 0.00 0.00 0.00
H 1.0460 2.2099 -3.9412 -0.01 0.00 0.00
H 0.4254 0.5651 -4.0697 0.00 0.00 0.00
O -0.1683 -2.6003 1.7370 0.01 0.01 0.00
C -0.8269 -1.8062 1.0103 -0.03 0.00 0.01
O -0.4496 -0.7206 0.5406 0.01 0.02 -0.01
C -2.2444 -2.2483 0.6457 0.01 0.00 -0.01
C -3.1153 -1.3469 0.0417 0.00 0.01 0.02
C -4.3696 -1.7595 -0.3743 -0.01 -0.01 0.00
C -4.7314 -3.0831 -0.1759 0.00 0.00 0.01
C -3.8911 -3.9968 0.4429 0.00 0.00 0.00
C -2.6449 -3.5638 0.8596 0.00 0.00 -0.01
N -6.0417 -3.5414 -0.6480 -0.01 0.00 0.00
O -6.7789 -2.7338 -1.1837 0.00 0.00 0.00
O -6.3369 -4.7151 -0.4847 0.00 0.00 0.00
H -2.7868 -0.3290 -0.1263 0.00 0.00 -0.01
H -5.0492 -1.0794 -0.8658 0.00 0.00 0.00
H -4.2176 -5.0173 0.5788 0.00 0.00 0.00
H -1.9480 -4.2355 1.3429 0.00 0.00 0.00
Te 1.4589 4.5930 -1.6281 0.03 0.01 0.01
C 3.0218 4.8501 -0.2442 -0.02 0.03 -0.02
C 3.8423 3.9009 0.2949 0.00 -0.01 0.05
C 4.8046 4.4352 1.1994 0.02 0.00 0.00
C 4.7145 5.7851 1.3346 -0.01 0.01 -0.01
S 3.4320 6.4081 0.3711 0.01 0.00 0.00
H 3.7612 2.8447 0.0756 0.00 0.00 -0.02
H 5.5174 3.8221 1.7324 -0.01 -0.01 0.00
H 5.3236 6.4367 1.9423 -0.01 0.00 0.00

Q: Which value of charge does entry 1 give?
A: +2

Q: What is the charge in the first record?
A: +2

Q: Which of these has the highest charge?
A: C7H18BF4I2OP2Y

Q: The lowest charge belongs to which entry?
A: H40MgO36S4